(1)
Entry from OMol25: a gas-phase ion, C8H16NO (charge +1) at a distorted geometry (ωB97M-V with the def2-TZVPD basis set).

Output
Lowest unoccupied orbital energy (alpha / beta), eV: -5.90 / -5.90
HOMO (alpha / beta), eV: -12.25 / -12.25
Frontier orbital gap (alpha / beta), eV: 6.35 / 6.35

Structure (ORCA input):
```
! RIJCOSX wB97M-V def2-TZVPD def2/J DEFGRID3
* xyz 1 1
O 3.49 -1.81 -2.34
N -0.58 -0.67 0.09
C -1.62 1.32 1.08
C -0.44 0.34 1.10
C -0.40 -0.24 2.47
C -0.86 -0.43 -1.26
C 1.13 -1.39 -2.73
C 2.31 -1.48 -1.99
C 0.95 0.99 0.83
C -0.07 -0.84 -2.43
H 0.03 0.47 3.24
H -1.90 1.51 2.10
H 0.05 -1.47 0.35
H 0.17 -1.11 2.52
H 0.92 1.96 1.27
H -2.44 0.71 0.57
H -0.59 -0.70 -3.32
H 1.13 1.04 -0.26
H -1.55 2.31 0.46
H 1.71 0.49 1.36
H 1.22 -1.64 -3.81
H -1.24 0.70 -1.47
H 3.84 -1.68 -3.23
H 2.13 -1.76 -0.94
H -1.57 -0.45 2.60
H -1.85 -0.96 -1.43
*
```

(2)
Entry from OMol25: 2 unconnected molecules or ions with the total composition C8H16O at a distorted geometry (ωB97M-V with the def2-TZVPD basis set).

Output
Lowest unoccupied orbital energy, eV: 0.96
HOMO, eV: -8.46
SMILES: CC(C)=C(C)C.CC=O
Frontier orbital gap, eV: 9.42

Structure (ORCA input):
```
! RIJCOSX wB97M-V def2-TZVPD def2/J DEFGRID3
* xyz 0 1
O -0.49 -2.17 -1.44
C 1.22 -0.01 0.28
C 1.40 -1.03 1.38
C 2.26 -0.09 -0.81
C -1.31 -1.26 -1.36
C 0.21 0.90 0.28
C 0.15 2.06 -0.70
C -2.51 -1.33 -0.45
C -0.69 1.11 1.48
H 0.57 1.82 -1.67
H 1.87 0.18 -1.79
H 0.68 2.93 -0.30
H -1.37 -0.49 -2.15
H -0.79 0.22 2.10
H 0.45 -1.48 1.67
H 2.03 -1.87 1.05
H 1.87 -0.57 2.25
H -2.82 -0.32 -0.18
H -2.24 -1.88 0.45
H -0.90 2.35 -0.87
H 3.10 0.57 -0.57
H -0.32 1.93 2.11
H 2.65 -1.11 -0.92
H -1.70 1.38 1.15
H -3.33 -1.83 -0.97
*
```

(3)
Entry from OMol25: a molecular structure, C8H16O10RbS at a distorted geometry (ωB97M-V with the def2-TZVPD basis set).

Output
Lowest unoccupied orbital energy, eV: 1.56
HOMO, eV: -2.89
Frontier orbital gap, eV: 4.44

Structure (ORCA input):
```
! RIJCOSX wB97M-V def2-TZVPD def2/J DEFGRID3
* xyz -1 1
Rb 10.43 -8.02 -15.40
S 9.20 -5.12 -14.20
O 11.78 -12.72 -17.20
O 10.52 -5.68 -13.77
O 11.06 -10.73 -16.38
O 9.80 -12.58 -16.37
O 8.49 -6.03 -15.12
O 8.38 -7.15 -9.72
O 9.40 -3.81 -14.82
O 8.46 -4.96 -12.93
O 7.44 -8.20 -11.45
O 6.16 -7.59 -9.85
C 8.69 -8.22 -12.11
C 8.56 -11.91 -16.15
C 7.41 -7.59 -10.27
C 5.91 -7.21 -8.50
C 4.42 -7.21 -8.20
C 7.49 -13.02 -16.11
C 13.11 -12.23 -17.33
C 10.91 -11.90 -16.61
H 3.88 -6.38 -8.66
H 9.20 -7.26 -12.04
H 9.38 -8.94 -11.66
H 13.77 -13.10 -17.26
H 6.53 -12.60 -16.41
H 6.33 -6.24 -8.27
H 8.53 -8.49 -13.15
H 8.28 -11.23 -16.96
H 8.50 -11.41 -15.18
H 6.40 -7.94 -7.86
H 7.73 -13.78 -16.86
H 7.59 -13.57 -15.17
H 4.37 -7.33 -7.12
H 13.20 -11.92 -18.38
H 13.51 -11.53 -16.60
H 3.88 -8.09 -8.57
*
```

Results for M: 142.22 128.22 389.74 (in g/mol, following the order of the records).